Record 1
16
Properties=species:S:1:pos:R:3:nbo_charge:R:1 method="wB97M-V/def2-TZVPD" homo_lumo_gap_ev=9.60 lumo_energy_ha=0.0308 de_lowest_kcal_mol=0.0 smiles=CSC(CF)SC
C -2.252 -0.829 -0.031 -0.7641
S -0.870 -0.463 -1.130 0.2172
C 0.206 0.487 0.009 -0.5311
C -0.273 1.912 0.221 0.0375
F -0.136 2.640 -0.934 -0.3572
S 1.892 0.518 -0.620 0.2486
C 2.396 -1.165 -0.204 -0.7591
H -1.937 -1.384 0.863 0.2117
H -2.964 -1.451 -0.598 0.2401
H -2.779 0.071 0.295 0.2094
H 0.168 -0.029 1.013 0.2273
H 0.352 2.368 0.992 0.1737
H -1.344 1.934 0.504 0.1694
H 1.711 -1.940 -0.649 0.2310
H 3.388 -1.334 -0.609 0.2345
H 2.442 -1.334 0.878 0.2110


Record 2
45
Properties=species:S:1:pos:R:3:nbo_charge:R:1 method="wB97M-V/def2-TZVPD" homo_lumo_gap_ev=8.69 lumo_energy_ha=0.0048 de_lowest_kcal_mol=0.0 smiles="O=C(CCCSc1nnnn1-c1cccc2ccccc12)c1ccc(F)cc1"
O 1.540 -0.799 -1.983 -0.5553
C 1.189 -1.777 -1.365 0.6112
C 2.171 -2.715 -0.691 -0.5185
C 3.359 -1.970 -0.086 -0.4273
C 3.043 -1.421 1.295 -0.4970
S 1.599 -0.299 1.308 0.2785
C 2.323 1.072 0.555 0.1711
N 3.530 1.165 0.038 -0.3389
N 3.661 2.422 -0.353 -0.0497
N 2.629 3.106 -0.103 -0.0541
N 1.731 2.295 0.474 -0.2293
C 0.495 2.720 0.996 0.1181
C 0.503 3.660 1.995 -0.1863
C -0.701 4.071 2.580 -0.2146
C -1.886 3.529 2.166 -0.1533
C -1.925 2.583 1.120 -0.0839
C -3.144 2.044 0.656 -0.1837
C -3.167 1.172 -0.396 -0.1964
C -1.974 0.808 -1.036 -0.2021
C -0.771 1.287 -0.596 -0.2171
C -0.715 2.174 0.498 0.0118
C -0.242 -2.189 -1.310 -0.1760
C -0.962 -2.233 -2.502 -0.1546
C -2.295 -2.599 -2.505 -0.2920
C -2.904 -2.886 -1.296 0.4132
F -4.208 -3.227 -1.287 -0.3208
C -2.218 -2.826 -0.096 -0.2841
C -0.878 -2.488 -0.110 -0.1532
H 1.667 -3.333 0.053 0.2124
H 2.527 -3.376 -1.487 0.2503
H 4.216 -2.639 0.011 0.2169
H 3.640 -1.145 -0.744 0.2602
H 3.884 -0.854 1.689 0.2472
H 2.774 -2.217 1.991 0.2214
H 1.441 4.075 2.329 0.2317
H -0.678 4.808 3.367 0.2206
H -2.816 3.829 2.625 0.2134
H -4.060 2.346 1.143 0.2127
H -4.103 0.768 -0.751 0.2156
H -2.009 0.148 -1.888 0.2223
H 0.136 1.002 -1.107 0.2385
H -0.464 -1.981 -3.426 0.2320
H -2.863 -2.652 -3.420 0.2354
H -2.733 -3.041 0.826 0.2344
H -0.340 -2.416 0.823 0.2195


Record 3
17
Properties=species:S:1:pos:R:3:nbo_charge:R:1 method="wB97M-V/def2-TZVPD" homo_lumo_gap_ev=10.14 lumo_energy_ha=0.0412 de_lowest_kcal_mol=73.4
C -1.495 1.786 1.221 -0.2464
C -0.653 1.725 0.358 -0.0270
C 0.323 1.668 -0.692 -0.3183
C 1.431 0.920 -0.650 -0.0954
C 1.851 0.034 0.480 -0.6631
H -2.235 1.849 1.989 0.2405
H 0.116 2.277 -1.570 0.2293
H 2.090 0.950 -1.516 0.2009
H 1.872 -1.014 0.157 0.2317
H 2.862 0.295 0.816 0.2225
H 1.166 0.116 1.328 0.2258
C -1.286 -1.596 -0.958 -0.3868
C -1.156 -1.943 0.317 -0.3952
H -1.379 -0.553 -1.252 0.1996
H -1.302 -2.336 -1.755 0.1911
H -1.144 -1.194 1.106 0.1994
H -1.062 -2.983 0.621 0.1914


Record 4
14
Properties=species:S:1:pos:R:3:nbo_charge:R:1 method="wB97M-V/def2-TZVPD" homo_lumo_gap_ev=9.21 lumo_energy_ha=0.0416 de_lowest_kcal_mol=128.7
C 0.756 -1.638 1.072 -0.2528
C -0.926 -0.023 0.462 0.0646
C -0.597 1.456 0.212 -0.5298
C -0.165 1.147 -1.238 -0.4324
C -0.196 -0.320 -0.826 -0.0285
O 0.849 -0.506 0.174 -0.4825
H 0.019 -2.375 0.739 0.1986
H 0.464 -1.302 2.075 0.2065
H 1.759 -2.059 1.088 0.1821
H -1.481 2.085 0.347 0.2255
H 0.188 1.817 0.883 0.2348
H -1.004 1.340 -1.917 0.2148
H 0.751 1.574 -1.656 0.2115
H -0.279 -1.166 -1.518 0.1875


Record 5
239
Properties=species:S:1:pos:R:3:mulliken_charge:R:1 method="wB97M-V/def2-TZVPD" homo_lumo_gap_ev=2.97 lumo_energy_ha=-0.2210 charge=+1
C 1.583 -4.795 1.631 -0.8331
N 0.718 -5.650 2.504 0.0557
C 0.784 -5.383 3.815 -0.2552
C 0.124 -6.077 4.885 -0.7275
C -0.798 -7.072 4.441 0.9414
C -0.891 -7.310 3.046 -0.6949
C -0.037 -6.698 2.097 -0.3231
C -1.712 -7.801 5.424 0.9110
C -1.332 -8.260 6.652 -0.6692
C -2.150 -9.173 7.249 -0.3223
N -3.446 -9.390 6.820 0.0697
C -3.951 -8.840 5.690 -0.2955
C -3.056 -7.995 4.991 -0.7233
C -4.402 -10.168 7.591 -0.8944
H 2.558 -4.645 2.095 0.3594
H 1.033 -3.864 1.492 0.3795
H 1.623 -5.307 0.670 0.3061
H 1.553 -4.687 4.116 0.3721
H 0.288 -5.734 5.896 0.4322
H -1.641 -7.962 2.623 0.4415
H -0.040 -6.831 1.025 0.4530
H -0.354 -8.072 7.071 0.4960
H -1.880 -9.617 8.195 0.4169
H -4.877 -9.305 5.387 0.5320
H -3.336 -7.595 4.027 0.5117
H -5.376 -9.749 7.336 0.3840
H -4.102 -10.150 8.639 0.3187
H -4.404 -11.218 7.301 0.3576
C -5.179 -20.217 5.218 -0.9062
N -3.973 -19.524 5.439 0.0589
C -3.942 -18.483 6.417 -0.5499
C -2.782 -17.728 6.622 -0.5643
C -1.754 -17.908 5.658 1.2216
C -1.813 -18.979 4.815 -0.6910
C -2.943 -19.767 4.671 -0.1324
C -0.494 -17.017 5.678 1.1632
C -0.387 -16.049 6.704 -0.6605
C 0.681 -15.133 6.760 -0.4585
N 1.464 -15.089 5.624 0.0706
C 1.397 -15.978 4.579 -0.2148
C 0.426 -16.935 4.674 -0.6941
C 2.545 -14.103 5.458 -0.9085
H -5.074 -21.019 4.488 0.2951
H -5.794 -19.444 4.758 0.4657
H -5.624 -20.608 6.133 0.3039
H -4.847 -18.446 7.005 0.4683
H -2.779 -16.950 7.371 0.3342
H -1.038 -19.358 4.165 0.3753
H -3.011 -20.660 4.068 0.3787
H -1.002 -16.120 7.589 0.4023
H 0.937 -14.487 7.587 0.5000
H 2.049 -15.836 3.730 0.4027
H 0.216 -17.548 3.811 0.3007
H 2.164 -13.083 5.513 0.3267
H 3.205 -14.290 4.611 0.3225
H 3.052 -14.248 6.411 0.3892
C 18.642 -7.920 1.436 -1.5118
C 17.231 -7.610 2.036 -0.3566
C 16.441 -6.516 1.222 -0.5960
N 14.890 -6.640 1.335 -0.0004
C 14.185 -5.428 0.672 -0.5448
C 12.655 -5.407 1.094 -0.7855
C 12.358 -5.610 2.642 -0.6021
C 12.947 -6.891 3.161 -0.5738
C 14.505 -6.847 2.889 -0.7918
C 14.386 -7.988 0.645 -0.9876
H 19.189 -8.481 2.194 0.3989
H 19.293 -7.050 1.346 0.3895
H 18.655 -8.459 0.489 0.3763
H 17.349 -7.170 3.026 0.4132
H 16.780 -8.602 2.066 0.3083
H 16.656 -6.521 0.153 0.4252
H 16.472 -5.493 1.595 0.4128
H 14.586 -4.495 1.066 0.4128
H 14.302 -5.359 -0.410 0.4025
H 12.106 -4.484 0.906 0.3945
H 12.148 -6.154 0.485 0.3403
H 12.601 -4.675 3.146 0.3134
H 11.282 -5.779 2.681 0.3418
H 12.611 -6.929 4.198 0.3314
H 12.403 -7.702 2.678 0.2944
H 15.016 -6.006 3.359 0.5250
H 15.087 -7.679 3.287 0.5031
H 13.307 -7.878 0.757 0.5171
H 14.722 -8.910 1.120 0.3058
H 14.716 -7.886 -0.388 0.3442
C -8.743 -7.657 16.122 -1.3907
C -7.539 -7.075 16.932 -0.2316
C -6.714 -6.040 16.121 -1.1160
N -5.461 -5.455 16.839 0.1289
C -4.407 -6.614 16.825 -0.6481
C -3.873 -7.021 15.451 -0.5968
C -3.416 -5.750 14.683 -0.6440
C -4.450 -4.636 14.645 -0.6968
C -4.941 -4.275 16.055 -0.6439
C -5.889 -5.002 18.302 -0.9135
H -8.474 -8.407 15.379 0.3631
H -9.186 -6.875 15.505 0.3600
H -9.419 -8.087 16.861 0.3858
H -6.983 -7.833 17.484 0.3175
H -8.000 -6.400 17.652 0.3191
H -7.288 -5.116 16.191 0.5704
H -6.543 -6.216 15.059 0.3949
H -4.848 -7.523 17.235 0.3278
H -3.606 -6.254 17.469 0.5294
H -4.619 -7.574 14.879 0.3161
H -2.991 -7.641 15.611 0.3889
H -3.276 -6.135 13.673 0.3404
H -2.445 -5.379 15.011 0.3219
H -5.232 -4.905 13.935 0.3274
H -4.202 -3.763 14.041 0.4397
H -5.734 -3.528 16.082 0.5003
H -4.104 -3.931 16.662 0.4113
H -5.066 -4.418 18.712 0.3916
H -6.002 -5.803 19.033 0.3416
H -6.806 -4.421 18.200 0.4056
C 5.166 -3.044 -11.514 -1.4295
C 5.186 -2.146 -10.274 -0.1410
C 6.627 -1.732 -10.000 -0.7951
N 6.710 -0.600 -8.960 0.0749
C 6.184 -1.101 -7.613 -0.5158
C 6.788 -0.203 -6.497 -0.8589
C 8.290 -0.212 -6.460 -0.6620
C 8.845 0.423 -7.717 -0.7269
C 8.261 -0.374 -8.895 -0.6553
C 6.059 0.727 -9.490 -0.8831
H 6.017 -3.701 -11.696 0.3686
H 5.220 -2.467 -12.437 0.3910
H 4.250 -3.633 -11.552 0.3670
H 4.835 -2.571 -9.333 0.4482
H 4.545 -1.295 -10.504 0.2425
H 7.142 -1.234 -10.821 0.4038
H 7.267 -2.546 -9.659 0.4141
H 6.362 -2.171 -7.502 0.4076
H 5.125 -0.855 -7.538 0.3591
H 6.387 -0.423 -5.508 0.4200
H 6.438 0.828 -6.541 0.3546
H 8.498 -1.279 -6.544 0.2582
H 8.667 0.301 -5.575 0.4121
H 9.918 0.376 -7.535 0.3311
H 8.573 1.479 -7.712 0.3447
H 8.686 -1.372 -8.789 0.4486
H 8.624 -0.033 -9.864 0.4984
H 5.019 0.413 -9.396 0.4438
H 6.343 0.919 -10.524 0.2529
H 6.315 1.483 -8.748 0.4265
C -1.290 1.656 3.945 -1.4556
C -1.068 2.986 3.283 -0.1973
C -0.226 2.818 2.013 -0.9189
N -0.039 4.104 1.139 0.1017
C -1.398 4.635 0.576 -0.6210
C -1.202 5.821 -0.408 -0.7396
C -0.038 5.707 -1.395 -0.5518
C 1.215 4.958 -0.945 -0.8078
C 0.869 3.684 -0.032 -0.6661
C 0.686 5.090 2.053 -0.9904
H -0.376 1.208 4.335 0.3479
H -1.733 0.968 3.226 0.3580
H -2.088 1.825 4.668 0.3992
H -0.526 3.444 4.110 0.2581
H -2.035 3.488 3.247 0.3850
H -0.663 2.083 1.336 0.5173
H 0.797 2.610 2.325 0.4352
H -1.910 3.804 0.092 0.4668
H -2.171 4.857 1.312 0.3683
H -2.151 5.988 -0.919 0.4167
H -1.057 6.688 0.236 0.3378
H -0.479 5.004 -2.101 0.3048
H 0.152 6.682 -1.845 0.3239
H 1.824 4.549 -1.751 0.4038
H 1.933 5.665 -0.529 0.3395
H 0.433 2.859 -0.595 0.4553
H 1.721 3.093 0.302 0.5703
H 0.151 5.498 2.911 0.3043
H 0.996 5.967 1.484 0.4351
H 1.513 4.502 2.451 0.4195
N -11.219 -3.614 7.528 -0.2611
S -9.906 -3.012 7.054 1.0832
O -8.871 -3.974 6.557 -0.5948
O -9.372 -1.938 7.941 -0.5761
F -10.496 -2.215 5.742 -0.2866
S -10.525 -4.326 8.912 1.0818
O -10.099 -3.433 10.030 -0.5752
O -9.848 -5.612 8.871 -0.5792
F -11.917 -4.873 9.556 -0.2922
N -2.867 -14.714 13.570 -0.3136
S -3.942 -14.838 14.657 1.0794
O -4.427 -13.576 15.102 -0.5748
O -3.876 -15.964 15.633 -0.5664
F -5.141 -15.270 13.693 -0.2961
S -1.626 -14.650 14.682 1.0844
O -1.052 -15.959 14.987 -0.5823
O -1.502 -13.607 15.627 -0.5317
F -0.464 -14.294 13.648 -0.2990
N 4.765 -8.063 9.778 -0.2759
S 4.961 -8.451 11.412 1.1070
O 5.241 -7.401 12.388 -0.5170
O 5.541 -9.791 11.582 -0.5877
F 3.430 -8.854 11.803 -0.2939
S 5.864 -7.042 9.758 1.0668
O 7.206 -7.549 9.845 -0.5720
O 5.562 -5.709 10.252 -0.5671
F 5.689 -6.769 8.121 -0.3599
N 4.302 -11.709 -1.474 -0.1710
S 5.253 -10.468 -1.970 1.0889
O 4.706 -9.172 -2.230 -0.5374
O 6.479 -10.970 -2.605 -0.5625
F 5.897 -10.167 -0.468 -0.3476
S 3.453 -11.714 -2.667 1.0262
O 4.066 -12.362 -3.837 -0.5931
O 2.343 -10.784 -2.806 -0.5771
F 2.702 -13.027 -2.189 -0.3266
N -7.078 -14.683 4.153 -0.2209
S -6.328 -14.275 2.691 1.0704
O -6.387 -12.864 2.190 -0.5618
O -6.101 -15.445 1.860 -0.5496
F -4.835 -14.162 3.335 -0.3286
S -8.374 -14.858 3.407 1.0876
O -8.608 -16.129 2.780 -0.5650
O -9.107 -13.668 3.025 -0.5569
F -9.149 -15.115 4.854 -0.3746
N -1.646 -1.603 -3.219 -0.1349
S -3.122 -2.174 -2.728 1.0787
O -3.572 -3.533 -3.053 -0.5545
O -4.132 -1.133 -2.676 -0.5534
F -2.722 -2.420 -1.167 -0.3033
S -1.951 -1.704 -4.594 1.0008
O -3.095 -1.077 -5.222 -0.5557
O -1.449 -2.941 -5.221 -0.6285
F -0.753 -0.656 -4.889 -0.3494
N 6.265 1.703 2.911 -0.1979
S 7.330 2.631 2.454 1.0261
O 8.712 2.125 2.468 -0.5876
O 6.986 4.078 2.537 -0.6001
F 6.983 2.414 0.941 -0.3002
S 6.600 1.725 4.506 1.0638
O 6.260 2.957 5.202 -0.5708
O 7.723 0.914 5.016 -0.5810
F 5.514 0.790 5.028 -0.2520


Record 6
8
Properties=species:S:1:pos:R:3:nbo_charge:R:1 method="wB97M-V/def2-TZVPD" homo_lumo_gap_ev="8.71 / 7.69" lumo_energy_ha="-0.0125 / -0.0469" de_lowest_kcal_mol=87.8
C -1.531 0.791 0.126 0.0530
F -2.324 -0.164 -0.164 -0.3029
F 1.689 -0.529 -1.594 -0.6643
F 1.343 -2.042 0.711 -0.6625
F 2.125 0.319 0.691 -0.6771
Si 1.155 -0.662 -0.104 1.9300
H -1.307 0.977 1.092 0.1564
H -1.151 1.310 -0.758 0.1673


Record 7
11
Properties=species:S:1:pos:R:3:nbo_charge:R:1 method="wB97M-V/def2-TZVPD" homo_lumo_gap_ev=9.58 lumo_energy_ha=0.0338 de_lowest_kcal_mol=114.4 smiles=c1occ2c1CO2
C 0.310 0.320 1.365 0.1474
O 1.264 1.230 1.067 -0.4198
C 1.257 1.282 -0.392 -0.0116
C 0.445 0.208 -0.832 0.2397
C -0.269 -0.389 0.307 -0.2183
C -1.171 -1.131 -0.585 -0.0845
O -0.316 -0.664 -1.707 -0.4678
H 0.015 0.560 2.457 0.2025
H 1.819 1.991 -0.726 0.1898
H -2.296 -1.119 -0.397 0.2269
H -1.060 -2.287 -0.558 0.1956


Record 8
20
Properties=species:S:1:pos:R:3:nbo_charge:R:1 method="wB97M-V/def2-TZVPD" homo_lumo_gap_ev=8.98 lumo_energy_ha=-0.1206 charge=+1 de_lowest_kcal_mol=38.6 smiles="[H]/N=C/C=C(/N)NC(C)=[NH2+]"
H -0.067 2.906 1.046 0.3717
N 0.195 2.002 0.671 -0.7147
C 1.377 1.765 0.276 0.1310
C 1.810 0.430 -0.089 -0.3545
C 1.074 -0.690 0.182 0.3851
N 1.616 -1.896 -0.144 -0.8019
N -0.200 -0.733 0.827 -0.5796
C -1.262 -0.359 0.103 0.6679
C -1.292 -0.230 -1.381 -0.6800
N -2.474 -0.176 0.656 -0.7128
H 2.163 2.421 0.199 0.1744
H 2.721 0.401 -0.471 0.2222
H 2.322 -1.984 -0.809 0.4011
H 1.589 -2.812 0.256 0.4167
H -0.046 -0.515 1.794 0.4420
H -0.824 -1.054 -1.811 0.2638
H -0.586 0.501 -1.594 0.2798
H -2.387 -0.141 -1.561 0.2420
H -2.474 -0.055 1.672 0.4143
H -3.256 0.219 0.177 0.4315


Record 9
10
Properties=species:S:1:pos:R:3:nbo_charge:R:1 method="wB97M-V/def2-TZVPD" homo_lumo_gap_ev="10.16 / 4.23" lumo_energy_ha="-0.5764 / -0.7945" charge=+3 s_squared=0.76 spin_multiplicity=2 de_lowest_kcal_mol=0.0
O 0.213 0.753 0.601 -0.2162
Ag -3.437 1.774 2.535 1.6714
O -1.889 1.352 1.321 -0.5783
C -0.876 1.066 0.805 1.1222
O -0.621 0.852 -2.286 -0.2714
C 0.434 0.516 -2.494 0.9993
H 2.073 -0.050 -3.252 0.3665
C 1.766 0.128 -2.164 -0.8196
H 2.311 1.008 -1.789 0.3635
H 1.739 -0.857 -1.672 0.3625


Record 10
76
Properties=species:S:1:pos:R:3:mulliken_charge:R:1 method="wB97M-V/def2-TZVPD" homo_lumo_gap_ev=8.24 lumo_energy_ha=-0.1022 charge=+1
C -1.115 1.697 2.907 -1.2208
C -1.801 2.174 1.645 -0.3882
N -0.853 2.419 0.540 -0.1379
P 0.032 1.110 -0.010 0.4672
C -0.979 -0.414 0.097 -0.8567
O -2.134 -0.204 -0.707 -0.2189
O -1.906 -0.937 -1.915 -0.2278
C 0.489 1.401 -1.728 -0.8716
C 1.741 0.587 -2.116 -0.4680
O 2.781 1.140 -2.250 -0.4965
C 1.561 -0.879 -2.322 0.6891
C 2.044 -1.788 -1.387 -0.3632
C 1.831 -3.146 -1.607 -0.5416
C 1.157 -3.591 -2.744 -0.5919
C 0.713 -2.667 -3.682 -0.6872
C 0.904 -1.308 -3.476 -0.2031
B 1.691 1.108 1.007 0.3726
O 2.318 2.321 1.077 -0.1137
O 2.162 -0.004 1.569 -0.6039
C 3.304 0.120 2.448 -0.7713
H -1.848 1.468 3.669 0.4550
H -0.530 0.787 2.773 0.2438
H -0.426 2.441 3.293 0.3332
H -2.617 1.507 1.377 0.1291
H -2.259 3.126 1.867 0.6116
H -1.313 2.869 -0.245 0.3726
H -0.452 -1.296 -0.256 0.4592
H -1.342 -0.603 1.101 0.5102
H -2.526 -0.531 -2.537 0.2845
H 0.754 2.450 -1.828 0.5255
H -0.326 1.135 -2.395 0.5962
H 2.570 -1.466 -0.505 0.5289
H 2.203 -3.849 -0.879 0.4342
H 1.007 -4.652 -2.847 0.5230
H 0.198 -3.012 -4.564 0.4318
H 0.555 -0.607 -4.216 0.5231
H 1.649 2.997 1.266 0.3176
H 3.465 -0.844 2.910 0.2618
H 4.190 0.389 1.890 0.3471
H 3.112 0.840 3.231 0.3420
F 8.329 4.234 5.131 -0.3106
C 7.342 4.041 4.241 0.2995
C 7.655 3.543 2.992 -0.3966
C 6.632 3.343 2.078 -0.4871
C 5.320 3.645 2.419 -0.4172
C 5.030 4.148 3.681 -0.3869
C 6.045 4.346 4.605 -0.4198
H 8.684 3.321 2.745 0.4259
H 6.860 2.950 1.096 0.3846
H 4.526 3.490 1.701 0.5172
H 4.010 4.390 3.949 0.3637
H 5.842 4.732 5.595 0.4204
F -4.275 3.803 0.928 -0.2355
C -5.119 3.518 -0.096 0.3126
C -4.888 2.388 -0.855 -0.0027
C -5.757 2.100 -1.899 -0.3750
C -6.827 2.941 -2.169 -0.6162
C -7.034 4.072 -1.391 -0.4228
C -6.177 4.366 -0.341 -0.5806
H -4.048 1.742 -0.628 0.3861
H -5.600 1.214 -2.500 0.3435
H -7.500 2.713 -2.984 0.3824
H -7.866 4.729 -1.602 0.3763
H -6.325 5.238 0.282 0.4344
F -0.609 -7.367 -3.708 -0.3471
C -1.343 -7.323 -2.577 0.3255
C -2.430 -6.474 -2.520 -0.3239
C -3.183 -6.430 -1.355 -0.3411
C -2.837 -7.223 -0.269 -0.5139
C -1.737 -8.065 -0.349 -0.2995
C -0.982 -8.122 -1.512 -0.4974
H -2.681 -5.864 -3.377 0.4410
H -4.044 -5.778 -1.298 0.3730
H -3.427 -7.187 0.637 0.3916
H -1.465 -8.684 0.495 0.3682
H -0.127 -8.779 -1.598 0.4310


| no. | DFT total energy (eV) |
| --- | --- |
| 1 | -28681.622 |
| 2 | -43612.992 |
| 3 | -7417.852 |
| 4 | -7356.674 |
| 5 | -333349.777 |
| 6 | -19818.665 |
| 7 | -9339.219 |
| 8 | -11316.172 |
| 9 | -13260.429 |
| 10 | -61516.308 |